(1)
Molecular formula: C3H6N2S2
Method: DFT, ωB97M-V/def2-TZVPD

The calculation puts the electronic energy at -27854.680 eV. The calculation puts the HOMO-LUMO gap at 8.1 eV. As for the SMILES: C/C(=N\S)NC=S. The energy above the lowest of the compared OMol25 structures with the same formula, charge and spin comes out at 101.9 kcal per mole.

Structure (ORCA input):
```
! wB97M-V def2-TZVPD RIJCOSX def2/J DEFGRID3
* xyz 0 1
C -0.168 -1.321 0.059
C -0.407 0.166 0.207
N -1.520 0.648 -0.188
S -2.846 -0.278 0.071
N 0.795 0.992 0.146
C 2.092 0.908 0.088
S 2.820 -0.575 -0.067
H 0.211 -1.778 1.147
H 0.944 -1.636 -0.428
H -1.037 -1.975 -0.483
H -3.590 0.960 -0.689
H 0.291 1.825 0.082
H 2.415 2.063 0.056
*
```

Here are the Mulliken charges for atoms 1 to 4, given in e: -1.027 0.567 -0.455 -0.171


(2)
Molecular formula: C3H6N2S2
Method: DFT, ωB97M-V/def2-TZVPD

The calculation puts the electronic energy at -27858.074 eV. The calculation puts the HOMO-LUMO gap at 8.4 eV. As for the SMILES: [H]/N=C(/N)[C@H](S)C=S. The energy above the lowest of the compared OMol25 structures with the same formula, charge and spin comes out at 23.6 kcal per mole.

Structure (ORCA input):
```
! wB97M-V def2-TZVPD RIJCOSX def2/J DEFGRID3
* xyz 0 1
H 0.379 -1.732 1.375
N 1.253 -1.228 1.245
C 0.978 -0.052 0.889
N 1.990 0.884 0.793
C -0.406 0.472 0.519
S -1.742 -0.698 0.953
C -0.602 0.804 -0.961
S 0.278 0.241 -2.194
H 2.831 0.683 1.301
H 1.737 1.861 0.654
H -0.624 1.362 1.115
H -1.876 -1.128 -0.354
H -1.545 1.337 -1.175
*
```

Here are the Mulliken charges for atoms 1 to 4, given in e: 0.242 -0.767 0.416 -0.412